86
Properties=species:S:1:pos:R:3 method="wB97M-V/def2-TZVPD" s_squared=1.0401 relative_energy_kj_mol=0.0 total_charge=+3 orbital_gap_ev="6.32 / 7.63" multiplicity=2 e_tot_ev=-185921.076
P -1.6690 -2.8055 0.6667
H 1.5430 1.1503 3.6712
H -0.2170 -3.9637 2.2218
H 1.1453 -2.7775 -3.3978
P -0.9687 -2.4689 -2.2558
C -2.3525 4.7283 2.9574
C -1.8046 0.2625 3.5832
H -3.9826 -3.1656 1.2046
C 1.4927 1.6426 -4.6295
H 6.0421 0.7336 3.6722
C -1.7630 -4.2627 -0.4213
N 1.1860 -0.6383 -1.7213
H -1.9147 -2.5687 -4.4164
N -0.0872 3.1068 -5.5190
H 2.4624 0.7633 0.2458
H -2.4246 3.0533 -4.1889
H -3.5415 2.9860 3.3553
H -2.6728 0.4465 4.2209
H -3.0469 0.4706 -0.8136
H -2.0843 -4.5634 -2.5540
C 3.3867 -0.9043 -2.6073
H 4.3455 -1.3988 -2.5352
H 1.0358 -3.8196 -1.9707
C -2.9095 1.8194 -2.4869
N 2.2864 2.0623 -5.5791
H 5.9735 2.5220 1.9707
C -0.5264 0.8115 4.2036
H -1.0131 6.2927 2.3657
H -3.5332 -1.4805 1.5079
C -0.7855 1.8118 -3.5763
H 4.2065 2.5382 0.2504
C 1.1039 -0.9544 3.4374
H -3.8137 -2.0176 -0.1414
C -1.2362 -3.5765 2.2529
C 3.2950 -0.2130 1.9657
H -0.1892 2.4198 0.7166
H -1.3340 -2.9025 3.1002
C 4.2206 1.7600 1.0022
H 2.5609 -1.9342 -0.9042
H -0.6101 1.8863 4.3629
H -0.4455 0.3622 5.1972
H -2.5622 -1.1673 -3.5327
C 0.4787 -3.4067 -2.8113
N -1.1777 0.3881 -1.6768
H 3.8904 0.2939 -4.3285
Fe -0.3682 -0.9489 -0.3632
C 3.2450 0.7713 0.9920
C -2.4236 0.8649 -1.6015
H -2.9649 5.3759 3.5700
C 5.2160 1.7498 1.9693
H -3.9265 2.1710 -2.3827
C 0.9476 0.2751 -2.6830
C -2.6736 3.3855 2.8418
H 0.5031 0.7594 2.3186
H 0.3656 4.8352 0.9322
O 1.1986 -1.2550 0.7875
H 0.2372 -1.6143 3.3840
H -0.7866 -4.7541 -0.4303
O -1.3734 0.2769 0.8879
C -2.0856 2.3061 -3.4822
H -1.9247 -4.4105 2.4021
H -3.1639 -3.3799 -1.8328
C -1.6612 -1.7386 -3.7532
H 4.3405 -1.0510 3.6632
C -2.1475 -3.7752 -1.8010
C 2.3913 -1.2122 -1.6866
Se 1.3732 3.2622 -6.5184
C -1.2552 5.2423 2.2752
C 4.2964 -0.2536 2.9293
H -2.4784 -4.9790 -0.0122
C 1.8859 0.6387 -3.6418
C -0.7794 3.0720 1.3474
C -1.8668 2.5759 2.0485
C 5.2562 0.7454 2.9295
C -3.4086 -2.3182 0.8248
H 0.1225 -4.2249 -3.4395
C 3.1391 0.0266 -3.5957
C 0.1797 2.2214 -4.5954
H -1.7509 -0.8160 3.4157
S 2.0786 -1.4972 2.0264
S -2.3073 0.8675 1.9530
H 1.6658 -1.2170 4.3361
C 0.7141 0.5167 3.3596
C -0.4776 4.4220 1.4698
H -0.9435 -1.0950 -4.2570
C -0.3786 0.8569 -2.6515